Entry 1:
Here is a single C13H15Cl2FN2O molecule in a non-equilibrium geometry from OMol25. Energies are from wB97M-V/def2-TZVPD.

CARTESIAN COORDINATES (ANGSTROEM)
O -2.60047 -2.17142 -0.75657
C -2.61506 -1.16641 -0.18374
C -3.50424 -1.09272 1.09786
Cl -4.95566 -0.25218 1.11801
N -2.09196 0.11641 -0.58856
C -2.24063 1.23720 0.15266
C -1.06577 1.98996 -0.06811
N 0.03979 1.09874 -0.19391
C 0.53401 0.52165 0.83861
C 1.88516 -0.14361 0.48034
C 2.92441 0.69364 0.74904
F 2.78520 2.20524 0.61379
C 4.32653 0.12525 0.48288
C 4.47263 -1.11515 0.29297
C 3.55119 -1.83797 0.12926
C 2.12487 -1.43095 0.50513
Cl 0.80513 -2.62852 0.25846
C -0.08703 0.47589 -1.70246
C -1.60291 0.13968 -1.92200
H -3.91193 -2.24582 1.16354
H -2.85062 -0.87699 2.00917
H -2.33271 0.88652 1.09539
H -3.14702 1.81175 -0.03517
H -1.10946 2.85528 -1.04305
H -0.87178 2.70616 0.82954
H 0.61474 1.13655 1.64849
H -0.17156 -0.57351 1.01550
H 5.03912 1.04698 0.62881
H 5.50723 -1.31172 0.11399
H 3.49230 -2.90228 0.18186
H 0.20729 1.14357 -2.52313
H 0.54908 -0.63853 -1.63217
H -1.61174 -0.89180 -2.34181
H -2.08815 1.08910 -2.41459

Properties
LUMO (eV): 0.155
2S+1: 1
E_HOMO (Ha): -0.2924
HOMO-LUMO gap (eV): 8.11

natural (NBO) atomic charge list, values in e, 2 entries: atom 1 (O): -0.569, atom 2 (C): 0.712

=====

Entry 2:
Here is a single C13H15Cl2N3O3S molecule from OMol25. Energies are from wB97M-V/def2-TZVPD.

CARTESIAN COORDINATES (ANGSTROEM)
C 6.29418 0.81074 -0.07209
O 5.50591 -0.35985 -0.07458
C 4.18192 -0.25536 0.12642
C 3.49762 0.93765 0.33309
C 2.12103 0.93443 0.53016
Cl 1.33269 2.43271 0.77928
C 1.41003 -0.25089 0.53078
S -0.37001 -0.37182 0.76085
O -0.82326 0.68033 1.62336
O -0.65124 -1.72873 1.10266
N -0.90084 -0.12203 -0.79147
C -1.32235 1.19291 -1.21635
C -2.83522 1.36897 -1.35874
C -3.60122 1.08584 -0.06086
N -3.80392 -0.32163 0.16698
C -3.51213 -1.01674 1.30648
C -3.90890 -2.30210 1.07824
N -4.44318 -2.41014 -0.16612
C -4.37174 -1.21530 -0.68213
C 2.08192 -1.44601 0.32690
C 3.44546 -1.45672 0.12512
Cl 4.27949 -2.93457 -0.12988
H 7.31416 0.47289 -0.24546
H 6.24037 1.32556 0.89111
H 5.99610 1.49372 -0.87247
H 4.01520 1.88230 0.34455
H -1.42485 -0.90007 -1.15607
H -0.94800 1.88659 -0.46253
H -0.83919 1.42332 -2.17376
H -3.02216 2.40130 -1.65907
H -3.20433 0.71618 -2.15191
H -4.57941 1.58119 -0.10716
H -3.04486 1.48590 0.79048
H -3.04256 -0.55441 2.14834
H -3.84261 -3.15179 1.72588
H -4.73499 -0.95456 -1.65692
H 1.51086 -2.35987 0.34691

Properties
LUMO (eV): 0.470
2S+1: 1
E_HOMO (Ha): -0.3098
ΔE to the lowest compared entry with this formula, charge and spin (kcal per mole): 2.1
HOMO-LUMO gap (eV): 8.90

natural (NBO) atomic charge list, values in e, 2 entries: atom 1 (C): -0.255, atom 2 (O): -0.469

=====

Entry 3:
Here is a single C13H15Cl2N3O3S molecule from OMol25. Energies are from wB97M-V/def2-TZVPD.

CARTESIAN COORDINATES (ANGSTROEM)
C -1.73112 -1.84790 -1.43294
O -1.94787 -1.20712 -0.17564
C -2.95155 -0.28765 -0.14963
C -2.66762 1.07121 -0.17403
S -0.97298 1.63983 -0.36617
O -0.32774 0.86633 -1.38688
O -1.01838 3.06337 -0.51601
N -0.32518 1.33624 1.14044
C 0.51862 0.17408 1.30927
C 1.91739 0.35746 0.71912
C 2.73703 -0.93315 0.81467
N 4.05204 -0.75843 0.26411
C 4.37299 -0.70718 -1.06391
C 5.71524 -0.46835 -1.11860
N 6.22062 -0.36738 0.13840
C 5.20629 -0.53936 0.93794
C -3.66785 2.01890 -0.07310
C -4.98734 1.62652 0.04690
C -5.29734 0.27294 0.07045
Cl -6.93268 -0.22412 0.22669
C -4.29000 -0.68508 -0.02450
Cl -4.67805 -2.35830 0.04535
H -1.25356 -1.14803 -2.12306
H -1.06428 -2.68210 -1.22570
H -2.66468 -2.22110 -1.85802
H 0.05784 2.18778 1.52168
H 0.00386 -0.64480 0.80613
H 0.57599 -0.05042 2.37874
H 2.44126 1.15993 1.24548
H 1.81340 0.64520 -0.32829
H 2.22326 -1.73127 0.26967
H 2.84030 -1.23601 1.86095
H 3.63830 -0.84461 -1.83016
H 6.34850 -0.36556 -1.97651
H 5.26034 -0.52449 2.00869
H -3.38575 3.05875 -0.10444
H -5.77931 2.35385 0.12293

Properties
LUMO (eV): 0.290
2S+1: 1
E_HOMO (Ha): -0.3220
ΔE to the lowest compared entry with this formula, charge and spin (kcal per mole): 0.8
HOMO-LUMO gap (eV): 9.05

natural (NBO) atomic charge list, values in e, 2 entries: atom 1 (C): -0.256, atom 2 (O): -0.539

=====

Entry 4:
Here is a molecular structure, C13H15Cl5O3PdS4 from OMol25. Energies are from wB97M-V/def2-TZVPD.

CARTESIAN COORDINATES (ANGSTROEM)
Pd -0.90121 -0.71751 -0.83347
C 2.33055 1.09895 0.55269
C 2.62358 -0.19382 -0.20468
S 1.29479 -1.36092 -0.62056
C 1.30791 -2.61446 0.67853
C 1.07003 -2.19353 2.11822
S -0.49725 -1.31337 2.35164
C -0.00155 0.00788 3.48190
C 0.63768 1.23770 2.84887
S 2.37793 1.04453 2.36109
H 1.38415 1.53374 0.23448
H 3.11007 1.80720 0.26601
H 3.38770 -0.78553 0.30356
H 3.01868 0.07239 -1.18582
H 2.27586 -3.11269 0.59160
H 0.54265 -3.31544 0.34062
H 1.87865 -1.55645 2.46587
H 1.06727 -3.10152 2.72457
H 0.63694 -0.40850 4.26318
H -0.93252 0.31081 3.96511
H 0.60391 2.06068 3.56472
H 0.07542 1.54405 1.96876
C -2.60713 -2.97278 -2.96021
S -2.85518 -2.51279 -1.27071
O -3.94305 -3.28002 -0.76129
O -1.53752 -2.73955 -0.59111
O -3.02776 -1.02502 -1.27766
H -2.62376 -4.05792 -3.02259
H -1.65300 -2.58045 -3.30412
H -3.42154 -2.54778 -3.54238
Cl 0.92910 0.64292 -3.29658
C 0.12415 1.72100 -2.20035
C -0.64720 1.20124 -1.17028
C -1.33133 2.10554 -0.36242
Cl -2.38698 1.49414 0.86652
C -1.20353 3.48291 -0.52277
Cl -2.03885 4.56617 0.51486
C -0.38622 3.97914 -1.53834
Cl -0.20650 5.67602 -1.74544
C 0.27016 3.09611 -2.39036
Cl 1.25491 3.70690 -3.66167

Properties
LUMO (eV): -0.616
2S+1: 1
E_HOMO (Ha): -0.3193
ΔE to the lowest compared entry with this formula, charge and spin (kcal per mole): 0.0
HOMO-LUMO gap (eV): 8.07

natural (NBO) atomic charge list, values in e, 2 entries: atom 1 (Pd): 0.720, atom 2 (C): -0.554

=====

Entry 5:
Here is a molecular structure, C13H15CrN7S4 in a non-equilibrium geometry from OMol25. Energies are from wB97M-V/def2-TZVPD.

CARTESIAN COORDINATES (ANGSTROEM)
Cr -0.56806 0.11006 -1.03587
C 1.84125 2.85564 1.21778
C 1.28581 1.71160 0.42438
N -0.00727 1.66818 0.05410
N -0.83694 2.73473 0.23430
C -2.08116 2.69122 -0.23516
N -2.87024 3.78615 -0.02491
S -2.68205 1.31555 -1.01765
C 2.04514 0.59233 0.01056
C 3.43003 0.43344 0.24710
C 4.07219 -0.69903 -0.17894
C 3.34726 -1.69313 -0.85119
C 2.00503 -1.48118 -1.07915
N 1.35529 -0.38787 -0.67815
H 1.12473 3.16824 1.98221
H 2.08242 3.71649 0.58656
H 2.74905 2.55633 1.73407
H -0.48796 3.56787 0.68251
H -2.41986 4.68669 0.03258
H -3.71505 3.78209 -0.57301
H 3.98014 1.21818 0.74624
H 5.13389 -0.81920 -0.00745
H 3.82296 -2.59400 -1.20811
H 1.41429 -2.20828 -1.62259
S 0.26632 -0.80936 -5.33187
C -0.15592 -0.42300 -3.78658
S 0.17474 1.11208 -3.06491
S -0.99711 -1.50198 -2.71579
N -3.73048 -3.58073 1.01852
C -2.60057 -2.84573 1.20195
C -2.25823 -1.80737 0.32231
N -1.15880 -1.08279 0.48836
C -0.40790 -1.35627 1.56901
C -0.75898 -2.37498 2.42775
N -1.83408 -3.13604 2.25239
H -4.19921 -3.54564 0.13180
H -3.81463 -4.41860 1.56652
H -2.87409 -1.58776 -0.54007
H 0.47139 -0.75133 1.73117
H -0.14334 -2.60261 3.28926

Properties
<S²>: 6.073
LUMO (spin up / spin down) (eV): -0.247 / -0.589
2S+1: 5
E_HOMO (spin up / spin down) (Ha): -0.2199 / -0.2520
ΔE to the lowest compared entry with this formula, charge and spin (kcal per mole): 0.0
HOMO-LUMO gap (spin up / spin down) (eV): 5.74 / 6.27

natural (NBO) atomic charge list, values in e, 2 entries: atom 1 (Cr): 0.737, atom 2 (C): -0.667

=====

Entry 6:
Here is a molecular structure, C13H15IrNO4 in a non-equilibrium geometry from OMol25. Energies are from wB97M-V/def2-TZVPD.

CARTESIAN COORDINATES (ANGSTROEM)
Ir -0.99274 0.01653 -2.28641
C -0.91229 1.82869 -2.60183
O -0.87752 2.98376 -2.79684
C -0.93586 -0.89470 -4.02492
O -0.89923 -1.30331 -5.10539
C -2.95607 -0.42295 -2.20267
O -4.10765 -0.60033 -2.24695
C 0.89200 -0.74491 -2.13399
O 2.00279 -1.03905 -2.22211
H -1.13147 -3.22896 -1.13699
H -0.97626 -3.49340 -1.86435
C 2.11344 -0.71610 1.30013
N 1.95839 0.77672 1.24166
C 3.22540 1.46434 0.86826
C 0.79757 1.24142 0.35171
C -0.46978 0.55236 0.75340
C -0.89440 0.79761 2.04314
C -1.92413 0.10527 2.75106
C -2.53235 -0.87557 1.89320
C -2.19555 -1.01015 0.56610
C -1.23523 -0.25234 -0.10035
H 2.37143 -1.05715 0.30023
H 1.17705 -1.18236 1.65554
H 2.95954 -0.92046 1.97624
H 1.73176 1.09304 2.20246
H 3.48259 1.17992 -0.15295
H 3.08742 2.55044 0.94897
H 4.01792 1.14996 1.55501
H 0.72364 2.33997 0.40252
H 1.13111 1.07331 -0.66443
H -0.33852 1.47660 2.66607
H -2.18391 0.24824 3.76719
H -3.33740 -1.41950 2.35191
H -2.77169 -1.71692 -0.05462

Properties
<S²>: 6.027
LUMO (spin up / spin down) (eV): -11.069 / -15.412
2S+1: 5
E_HOMO (spin up / spin down) (Ha): -0.6377 / -0.7782
Net charge: +3
ΔE to the lowest compared entry with this formula, charge and spin (kcal per mole): 0.0
HOMO-LUMO gap (spin up / spin down) (eV): 6.28 / 5.76

Mulliken atomic charge list, values in e, 2 entries: atom 1 (Ir): 0.941, atom 2 (C): 0.447